Record 1
Entry from the OMol25 dataset: a molecular structure, C29H41InN4SSi3 at a distorted geometry (ωB97M-V with the def2-TZVPD basis set).

Results
**E_HOMO**: -12.866 eV
**Calculated total energy**: -76322.0825 eV
**Total charge**: +2
**Lowest unoccupied orbital energy**: -6.259 eV

```
79
Properties=species:S:1:pos:R:3:forces:R:3
In -0.778 0.551 -0.074 0.07 -0.06 0.10
S -0.886 3.164 -0.533 0.29 0.11 0.11
Si 2.433 0.873 -1.250 -0.06 -0.31 0.02
Si 1.217 -1.978 -0.987 0.54 0.06 0.16
Si 1.759 -0.065 1.718 0.23 -0.09 -0.24
N -1.980 -1.514 0.764 0.41 0.17 0.09
N -1.284 -2.650 0.426 -0.48 -0.32 0.23
N 0.919 5.056 -0.869 -0.03 0.08 -0.02
N -3.091 0.820 -0.373 -0.06 0.28 -0.22
C 0.224 4.359 0.059 0.03 -0.16 0.03
C -3.354 -1.511 0.209 -0.24 -0.21 0.19
C -3.104 -1.896 1.629 -0.16 -0.01 -0.11
C 2.731 -3.001 -0.662 0.17 -0.11 0.05
C -5.000 2.146 -0.993 0.03 0.07 0.00
C -1.968 -4.856 -0.325 -0.06 -0.04 -0.03
C 3.582 -0.345 1.907 0.23 0.05 0.11
C 0.836 -1.174 2.892 -0.07 -0.17 0.08
C -3.906 -0.247 -0.270 0.19 0.13 0.01
C 1.230 5.783 1.708 -0.01 -0.01 0.03
C -3.685 -3.319 1.353 0.17 -0.05 0.12
C 1.936 6.462 0.713 0.01 0.02 0.03
C -3.661 2.002 -0.718 -0.09 -0.35 -0.05
C -0.409 -3.572 1.059 0.07 0.15 0.10
C -0.172 -3.006 -0.343 -0.07 -0.43 -0.13
C -5.822 1.036 -0.907 -0.17 -0.03 -0.02
C 0.876 -1.848 -2.812 0.00 0.11 -0.20
C 1.324 -0.263 -0.140 -1.20 0.42 -0.07
C -0.739 -4.975 0.498 0.05 0.19 0.02
C 3.931 -0.133 -1.704 0.20 -0.02 -0.16
C -0.632 -4.411 -0.910 0.02 0.16 0.02
C 3.085 2.386 -0.382 0.23 0.09 0.12
C 1.277 1.645 2.328 -0.07 0.16 -0.05
C 1.576 1.466 -2.804 -0.06 0.05 -0.06
C -3.997 -2.894 -0.079 0.03 0.00 -0.19
C -3.233 -4.159 0.162 0.05 0.01 -0.06
C -5.266 -0.167 -0.531 -0.07 -0.03 -0.01
C 1.752 6.079 -0.586 -0.01 -0.04 -0.06
C 0.382 4.742 1.387 -0.01 0.03 0.05
H -2.231 -5.800 -0.789 -0.01 -0.01 0.04
H -4.008 -4.926 0.118 -0.06 0.03 0.01
H -0.341 -5.891 0.910 -0.03 0.02 -0.05
H 2.238 6.548 -1.429 -0.02 0.00 0.00
H 2.599 -3.978 -1.140 -0.02 0.03 0.05
H 0.109 -3.363 1.977 0.14 0.02 -0.11
H -0.220 -1.296 2.644 0.00 -0.01 0.05
H 0.630 -2.847 -3.181 0.00 0.04 0.01
H 2.847 -3.179 0.411 0.00 -0.03 -0.05
H 3.869 -1.351 1.590 -0.02 0.04 0.03
H 0.775 4.790 -1.837 0.04 -0.03 -0.02
H -3.283 -1.339 2.539 0.04 0.02 -0.04
H -4.361 -3.732 2.087 -0.05 0.03 -0.06
H 1.296 -2.160 2.965 -0.03 0.01 0.01
H 1.733 -1.494 -3.388 -0.07 -0.03 0.02
H 4.714 0.551 -2.044 -0.04 -0.03 -0.03
H 4.180 0.370 1.339 0.00 -0.14 0.09
H -0.236 -4.891 -1.795 -0.03 -0.01 0.07
H 2.301 3.046 -0.039 -0.09 0.20 0.04
H -5.886 -1.043 -0.410 0.04 0.01 -0.02
H 3.854 -0.238 2.962 0.02 -0.03 -0.05
H 3.657 -2.574 -1.041 -0.07 -0.14 0.01
H 3.701 2.928 -1.107 -0.04 -0.02 0.02
H -3.023 2.860 -0.768 -0.01 0.05 -0.02
H 0.581 1.873 -2.613 0.03 0.04 -0.05
H 2.600 7.281 0.946 -0.01 -0.02 -0.01
H -6.881 1.110 -1.116 0.02 0.00 0.01
H 0.885 -0.726 3.888 0.03 -0.01 -0.04
H 3.733 -0.833 -2.518 0.08 0.03 0.06
H -5.388 3.118 -1.262 0.04 0.00 0.00
H -4.952 -2.920 -0.586 0.02 0.02 0.05
H 2.181 2.267 -3.242 -0.04 -0.04 0.02
H 4.330 -0.694 -0.859 0.04 0.14 -0.05
H 3.724 2.151 0.471 -0.05 0.07 -0.09
H 1.481 0.691 -3.563 0.01 0.00 0.02
H -0.184 4.223 2.145 0.01 0.03 0.00
H 0.026 -1.196 -3.041 0.02 -0.05 -0.02
H 1.788 2.465 1.829 -0.03 -0.05 0.05
H 0.195 1.833 2.255 0.05 -0.03 0.06
H 1.340 6.084 2.743 0.00 -0.02 -0.02
H 1.522 1.696 3.393 -0.02 -0.01 -0.03
```
Positions in Å, forces in eV/Å.

***

Record 2
Entry from the OMol25 dataset: a gas-phase ion, C29H41N2 (charge +1) at a distorted geometry (ωB97M-V with the def2-TZVPD basis set).

Results
**E_HOMO**: -10.779 eV
**Calculated total energy**: -33711.3758 eV
**Total charge**: +1
**Lowest unoccupied orbital energy**: -2.491 eV
**SMILES string**: Cc1cc(C)c([C@H](C)C[C@H](c2c(C)cc(C)cc2C)N2CCC[N+]3=C2CCC3)c(C)c1

```
72
Properties=species:S:1:pos:R:3:forces:R:3
N 1.137 -0.625 1.038 -1.83 -0.64 1.04
N -1.028 -0.694 2.128 0.57 -0.43 -0.30
C -3.086 -2.678 0.626 0.37 0.38 -0.14
C -2.665 -6.134 2.109 -0.10 0.44 -0.33
C 1.520 -2.819 0.303 0.36 -0.32 -0.10
C -4.038 -3.789 2.709 -0.65 -0.33 -0.74
C -1.858 -7.374 1.848 0.01 -0.41 -0.03
C -0.892 0.870 6.731 0.05 -0.41 -0.26
C -3.667 -6.130 3.092 0.49 -0.13 -0.52
C -1.362 -1.245 5.601 0.30 0.25 -0.61
C 0.057 -1.294 1.511 -1.00 -0.17 -0.11
C -3.791 -1.158 2.881 -1.58 0.84 -0.76
C -6.020 -2.307 2.294 -0.15 0.30 -0.22
C -2.505 -4.997 1.296 -0.27 -0.42 0.40
C 0.200 -2.748 1.085 -0.57 -0.05 -0.08
C -1.333 -2.756 5.620 0.80 -0.15 -0.02
C -0.699 0.619 2.537 0.60 2.75 1.37
C -4.396 -4.983 3.381 0.51 0.40 -0.10
C 2.052 -1.412 0.229 0.60 0.64 -0.19
C -5.546 -5.059 4.357 -0.06 -0.02 0.29
C -1.979 -0.521 4.547 -1.62 0.56 0.97
C -1.878 1.487 5.959 0.25 -0.94 -0.36
C -4.698 -2.489 3.063 0.34 0.42 0.12
C -3.242 -3.844 1.550 0.30 -0.52 0.66
C -0.724 -0.521 6.611 -0.24 0.62 -0.11
C -0.030 1.678 7.653 0.14 0.11 0.25
C -3.562 1.551 4.158 0.32 0.49 -0.49
C -2.245 -1.158 3.172 1.06 -4.01 1.14
C 1.360 0.782 1.172 0.69 0.95 -0.24
C 0.089 1.477 1.560 -0.61 0.09 0.06
C -2.512 0.777 4.920 1.20 -0.33 -0.16
H 0.153 -3.447 1.940 -0.18 0.39 -0.41
H -4.022 -2.180 0.354 0.22 -0.25 0.05
H -2.215 -8.169 2.521 0.29 0.11 -0.34
H 2.173 0.993 1.883 -0.24 -0.30 -0.04
H -5.718 -6.099 4.672 0.13 0.34 -0.14
H -1.821 -4.988 0.438 -0.25 -0.30 0.31
H 0.004 -1.022 7.247 -0.37 -0.06 0.12
H 0.967 1.223 7.753 -0.31 0.16 0.03
H -2.438 -1.935 1.107 -0.44 -0.20 -0.71
H 0.090 2.697 7.263 0.00 -0.24 0.17
H 3.062 -1.326 0.659 -0.26 0.06 -0.18
H -3.878 -7.068 3.611 0.01 0.30 -0.06
H -0.082 0.528 3.468 -0.46 0.30 -0.48
H -3.626 1.208 3.125 -0.17 0.37 0.07
H -1.990 -7.703 0.803 0.08 0.03 0.42
H 0.341 2.398 2.099 -0.20 -0.03 -0.34
H -6.482 -4.700 3.906 0.27 -0.07 0.13
H 1.352 -3.193 -0.703 -0.02 -0.21 0.06
H -4.080 -0.656 1.896 0.53 -0.66 1.25
H -1.929 -2.281 3.216 -0.84 1.88 0.23
H -1.612 1.179 2.833 0.80 -0.50 -0.47
H -0.772 -3.111 6.496 -0.15 0.15 -0.25
H -6.665 -3.184 2.372 0.20 -0.07 0.11
H -6.626 -1.464 2.655 0.33 -0.02 -0.02
H -0.530 1.710 0.679 0.26 0.00 0.26
H -0.794 -3.113 4.736 -0.16 -0.32 0.08
H -0.610 -2.974 0.368 0.16 0.01 0.78
H -2.322 -3.245 5.662 0.27 0.47 -0.20
H -4.290 -0.551 3.669 0.77 -0.18 -0.78
H -0.775 -7.235 2.018 -0.47 0.03 -0.02
H -4.578 1.514 4.591 0.50 -0.26 0.00
H -2.591 -2.992 -0.296 -0.17 -0.05 -0.02
H -4.989 -2.551 4.131 0.42 0.20 -0.42
H -0.478 1.749 8.654 0.16 0.00 -0.21
H -5.837 -2.160 1.225 -0.05 0.04 0.14
H -3.265 2.609 4.156 -0.21 -0.20 -0.07
H 2.299 -3.424 0.762 -0.36 -0.35 0.15
H 1.715 1.161 0.210 0.02 -0.07 -0.03
H -2.034 2.561 6.047 -0.28 -0.25 0.18
H 2.089 -0.999 -0.799 -0.10 -0.13 0.51
H -5.379 -4.471 5.272 0.00 -0.09 -0.24
```
Positions in Å, forces in eV/Å.

***

Record 3
Entry from the OMol25 dataset: a molecular structure, C29H41N6O4S3SbTi (ωB97M-V with the def2-TZVPD basis set).

Results
**E_HOMO**: -6.984 eV
**Calculated total energy**: -110027.9393 eV
**Total charge**: 0
**Lowest unoccupied orbital energy**: -0.279 eV

```
85
Properties=species:S:1:pos:R:3:forces:R:3
Sb 2.316 -4.672 -1.084 -0.18 -0.01 -0.14
Ti 0.156 -1.020 -0.760 -0.36 0.16 -0.43
S -2.458 0.560 0.250 -0.04 -0.04 -0.23
S -2.050 5.948 -1.803 -0.18 -0.04 0.10
S -1.778 3.037 -1.386 0.03 0.11 -0.15
O 0.674 0.727 -0.524 -0.04 0.02 0.14
O 1.386 4.485 2.288 -0.01 -0.02 0.00
O -0.830 -1.849 0.597 0.23 0.01 0.10
O 1.685 -1.535 0.101 -0.28 0.05 -0.13
N 1.588 -1.115 -2.568 0.15 0.14 0.27
N -1.068 -2.661 -1.950 -0.12 0.12 0.38
N -3.541 3.014 0.434 0.04 0.01 -0.15
N -0.154 -2.545 1.570 -0.07 -0.01 -0.04
N -0.921 -0.033 -2.575 0.11 0.03 0.11
N -3.462 4.308 -0.073 -0.08 -0.06 -0.04
C 1.201 -2.552 3.531 0.00 0.01 0.02
C -6.067 6.983 1.872 0.01 -0.02 -0.02
C 0.982 -3.869 3.639 0.02 0.01 0.02
C 0.731 -1.729 2.362 0.06 0.00 0.09
C -4.339 5.241 0.565 0.01 0.07 0.00
C 0.216 -4.600 2.657 -0.06 0.01 -0.08
C -2.561 4.552 -1.046 0.23 0.10 0.03
C -5.638 5.821 2.496 -0.03 0.00 0.04
C 3.008 -5.714 0.646 0.03 0.01 0.07
C 2.362 1.036 2.696 0.00 -0.02 -0.01
C 1.111 -0.549 -3.841 0.00 -0.04 -0.02
C -0.350 -3.876 1.666 0.07 -0.03 0.04
C 2.214 2.387 2.926 -0.02 0.00 -0.03
C -2.708 2.218 -0.156 0.01 -0.29 0.31
C 0.047 0.495 -3.539 -0.02 0.00 -0.02
C 1.044 2.587 0.839 0.10 -0.03 0.11
C -1.683 -2.270 -3.226 0.06 -0.06 -0.05
C 1.199 1.218 0.636 -0.02 -0.14 -0.20
C 2.985 -6.173 -2.471 0.08 -0.02 0.02
C 0.545 5.249 1.432 0.03 -0.01 0.01
C -4.782 4.946 1.852 0.06 0.05 0.04
C -5.634 7.258 0.586 0.00 0.04 -0.03
C 1.905 -1.116 1.454 0.01 -0.15 -0.09
C 3.269 -1.678 1.825 0.05 0.00 0.02
C 1.853 0.400 1.558 0.07 0.13 0.12
C 1.532 3.171 1.994 0.02 0.06 0.01
C 4.057 -3.440 -1.378 0.04 0.00 0.00
C -4.773 6.395 -0.076 -0.02 -0.08 0.00
C -2.046 -0.798 -3.123 0.06 0.00 -0.05
H 3.859 -2.397 -1.142 -0.03 -0.01 0.04
H 3.262 -2.763 1.709 -0.02 0.00 -0.01
H -4.457 4.036 2.332 0.00 0.00 -0.02
H -4.448 6.615 -1.078 0.04 0.01 -0.04
H -0.662 -3.593 -1.975 0.14 0.07 -0.03
H 4.022 -6.435 -2.263 0.01 -0.02 -0.01
H 0.037 -5.660 2.733 0.00 0.00 0.02
H 4.096 -5.771 0.621 0.00 -0.02 0.00
H 0.477 6.236 1.879 0.00 0.00 -0.01
H 3.544 -1.464 2.856 0.00 0.01 0.00
H 1.928 -0.106 -4.415 -0.03 0.02 -0.01
H -1.787 -2.689 -1.227 0.00 -0.07 -0.03
H 2.247 -0.470 -2.133 0.00 -0.03 0.00
H -1.006 -4.289 0.912 0.00 -0.01 0.01
H 2.371 -7.069 -2.394 -0.02 -0.01 0.02
H -2.356 -0.404 -4.095 -0.02 -0.02 0.01
H -5.967 8.154 0.078 -0.01 0.00 0.01
H -5.974 5.585 3.498 0.00 0.01 0.00
H 4.028 -1.250 1.170 -0.01 0.01 -0.01
H -0.445 0.814 -4.463 0.02 0.02 0.00
H -2.571 -2.866 -3.449 -0.01 0.04 -0.02
H -2.874 -0.671 -2.421 0.01 -0.02 0.00
H 0.700 -1.359 -4.442 0.01 0.01 0.00
H 0.147 -0.867 2.710 0.01 -0.01 -0.01
H 2.597 2.851 3.824 0.00 0.00 0.01
H -0.453 4.807 1.367 0.00 0.01 0.00
H 4.853 -3.797 -0.725 0.02 0.00 -0.03
H 0.523 3.152 0.085 -0.02 0.00 -0.03
H 0.506 1.374 -3.085 0.03 -0.03 0.01
H 0.966 5.333 0.428 -0.01 0.01 0.00
H 1.354 -4.392 4.511 0.00 -0.01 0.00
H 2.677 -5.220 1.557 0.01 0.03 -0.01
H 1.719 -2.020 4.318 0.00 0.01 0.00
H -0.966 -2.448 -4.027 0.00 -0.02 0.01
H 2.872 0.446 3.448 0.00 -0.01 0.00
H 4.388 -3.535 -2.413 0.00 0.03 -0.01
H 2.914 -5.793 -3.490 0.00 0.01 -0.01
H 2.104 -1.979 -2.701 -0.10 -0.04 0.02
H 2.594 -6.722 0.630 -0.01 0.00 0.01
H -1.303 0.719 -2.005 -0.04 -0.04 -0.05
H -6.736 7.663 2.382 0.00 0.01 0.00
```
Positions in Å, forces in eV/Å.

***

The evaluated energy relative to the best compared isomer or geometry (same formula, charge and spin) for the records listed, in turn: 1048.2, 67.6, 221.2 kJ/mol.